# 1
Computed, not measured: a structure of composition C13H11Br3F2 at a distorted geometry, with the ωB97M-V functional and the def2-TZVPD basis.

Results
calculated total energy: -8423.6900 Eh
lowest unoccupied orbital energy: -0.01378 hartree
highest occupied orbital energy: -9.2 eV
gap between HOMO and LUMO: 0.3232 Eh
relative energy (zero: lowest compared OMol25 entry of this formula, charge and spin): 0.842 eV

Positions of all 29 atoms, in Å:
F -1.942 -0.104 0.557
C -1.116 0.155 -0.480
C -1.613 0.705 -1.679
C -0.793 1.134 -2.701
C 0.588 0.876 -2.614
C 1.117 0.184 -1.499
C 0.295 -0.140 -0.403
H -2.679 0.677 -1.845
H -1.104 1.563 -3.642
H 1.320 1.259 -3.310
H 2.168 -0.031 -1.623
H 0.680 -0.666 0.459
F 4.614 0.412 0.579
C 3.623 -0.370 1.190
C 3.128 0.215 2.305
C 2.151 -0.521 3.009
C 1.706 -1.773 2.502
C 2.270 -2.373 1.366
C 3.293 -1.592 0.744
H 3.432 1.199 2.629
H 1.620 0.053 3.754
H 1.014 -2.376 3.072
H 1.941 -3.299 0.920
H 3.719 -1.845 -0.216
C -5.732 1.280 -0.519
Br -6.072 0.222 -2.212
Br -7.295 1.043 0.655
Br -5.506 3.201 -0.968
H -4.830 0.913 -0.029

Atom charges from the Löwdin analysis, given in e for atoms 1 to 2:
1 F 0.05
2 C -0.23

---

# 2
Computed, not measured: a cluster of 2 separate species, C2H12N5 in total at a distorted geometry, with the ωB97M-V functional and the def2-TZVPD basis.

Results
calculated total energy: -356.7873 Eh
lowest unoccupied orbital energy: -0.12424 hartree
highest occupied orbital energy: -13.8 eV
gap between HOMO and LUMO: 0.3841 Eh
relative energy (zero: lowest compared OMol25 entry of this formula, charge and spin): 5.626 eV
total charge: +1

Positions of all 19 atoms, in Å:
C -2.641 -0.550 1.394
C -1.343 0.135 0.693
N 1.541 0.641 -0.694
N 2.044 -1.105 -1.943
N 2.990 0.938 -2.506
N -0.106 -0.361 1.186
N 2.084 0.116 -1.755
H -2.653 -0.413 2.459
H -3.545 -0.235 0.965
H -2.694 -1.626 1.317
H -1.202 -0.151 -0.404
H -1.406 1.230 1.025
H 0.771 -0.026 0.385
H 2.070 1.575 -0.570
H 0.158 -1.368 0.973
H 2.433 -1.408 -2.799
H 2.927 1.930 -2.666
H 3.341 0.446 -3.301
H 0.069 0.049 2.144

Atom charges from the Löwdin analysis, given in e for atoms 1 to 2:
1 C -0.05
2 C -0.25

---

# 3
Computed, not measured: a cluster of 2 separate species, C5H14O in total at a distorted geometry, with the ωB97M-V functional and the def2-TZVPD basis.

Results
structure (SMILES): CC(C)(C)C.O
calculated total energy: -274.1335 Eh
lowest unoccupied orbital energy: 0.02679 hartree
highest occupied orbital energy: -10.7 eV
gap between HOMO and LUMO: 0.4198 Eh
relative energy (zero: lowest compared OMol25 entry of this formula, charge and spin): 0.233 eV

Positions of all 20 atoms, in Å:
C -1.375 -1.032 -0.876
C 0.027 -0.495 -0.795
C 0.884 -0.959 -1.982
C -0.083 1.041 -0.712
C 0.681 -0.939 0.547
H -1.777 -0.607 -1.811
H -2.036 -0.737 -0.043
H -1.382 -2.132 -0.958
H 0.926 -2.061 -1.960
H 1.915 -0.568 -2.021
H 0.354 -0.645 -2.897
H -0.620 1.486 0.143
H -0.631 1.287 -1.637
H 0.923 1.490 -0.768
H -0.030 -0.767 1.371
H 1.627 -0.423 0.784
H 0.881 -2.022 0.475
O -0.251 2.327 4.345
H -0.489 3.022 4.998
H 0.458 2.734 3.796

Atom charges from the Löwdin analysis, given in e for atoms 1 to 2:
1 C -0.09
2 C -0.69

---

# 4
Computed, not measured: a cluster of 13 separate species, H24NO15 in total at a distorted geometry, with the ωB97M-V functional and the def2-TZVPD basis.

Results
calculated total energy: -1197.6605 Eh
lowest unoccupied orbital energy: 0.07083 hartree
highest occupied orbital energy: -7.0 eV
gap between HOMO and LUMO: 0.3273 Eh
relative energy (zero: lowest compared OMol25 entry of this formula, charge and spin): 2.743 eV
total charge: -1

Positions of all 40 atoms, in Å:
N -18.751 -12.025 14.621
O -17.882 -11.207 14.286
O -19.926 -11.750 14.265
O -18.341 -13.199 14.458
O -15.831 -9.655 14.496
H -16.705 -10.063 14.519
H -16.013 -8.752 14.430
O -19.574 -11.821 17.279
H -20.004 -12.127 16.491
H -19.223 -10.987 17.040
O -19.560 -15.312 13.441
H -18.902 -15.947 13.689
H -19.100 -14.441 13.593
O -15.467 -12.598 14.278
H -15.875 -11.767 14.030
H -16.210 -12.944 14.782
O -18.575 -8.315 13.657
H -19.021 -8.799 14.369
H -19.191 -7.669 13.307
O -18.889 -14.389 16.758
H -18.863 -13.501 17.047
H -18.649 -14.349 15.832
O -16.792 -14.967 12.560
H -15.990 -15.496 12.409
H -16.778 -14.956 13.508
O -16.678 -10.257 11.232
H -17.620 -10.392 11.413
H -16.593 -9.888 10.318
O -19.750 -10.063 11.995
H -20.100 -10.742 12.527
H -19.308 -9.448 12.534
O -18.276 -12.774 11.671
H -18.584 -12.409 12.490
H -17.737 -13.509 11.963
O -21.239 -13.694 12.253
H -21.753 -13.091 12.824
H -20.679 -14.146 12.886
O -20.027 -9.423 15.740
H -20.288 -10.235 15.352
H -20.783 -8.889 15.784

Atom charges from the Löwdin analysis, given in e for atoms 1 to 2:
1 N -0.45
2 O 0.00

---

# 5
Computed, not measured: an isolated molecule of C4H6O2, with the ωB97M-V functional and the def2-TZVPD basis.

Results
structure (SMILES): C#C[C@H](O)CO
calculated total energy: -306.4077 Eh
lowest unoccupied orbital energy: 0.02918 hartree
highest occupied orbital energy: -10.3 eV
gap between HOMO and LUMO: 0.4083 Eh
relative energy (zero: lowest compared OMol25 entry of this formula, charge and spin): 2.682 eV

Positions of all 12 atoms, in Å:
C -1.090 1.911 -0.588
C -0.822 0.823 -0.141
C -0.417 -0.471 0.442
O 0.108 -0.305 1.744
C 0.683 -1.104 -0.412
O 1.770 -0.242 -0.619
H -1.343 2.873 -0.978
H -1.288 -1.147 0.454
H -0.323 0.450 2.156
H 1.067 -1.973 0.131
H 0.245 -1.452 -1.360
H 1.411 0.636 -0.829

Atom charges from the Löwdin analysis, given in e for atoms 1 to 2:
1 C 0.14
2 C -0.08

---

# 6
Computed, not measured: an isolated molecule of C6H13N3 at a distorted geometry, with the ωB97M-V functional and the def2-TZVPD basis.

Results
structure (SMILES): [H]/N=C(C)/C(N)=C(\C)NC
calculated total energy: -400.5779 Eh
lowest unoccupied orbital energy: 0.03335 hartree
highest occupied orbital energy: -8.0 eV
gap between HOMO and LUMO: 0.3274 Eh
relative energy (zero: lowest compared OMol25 entry of this formula, charge and spin): 3.133 eV

Positions of all 22 atoms, in Å:
H -3.069 -2.293 0.022
N -2.061 -2.147 -0.113
C -1.714 -0.914 -0.035
C -2.723 0.184 0.157
C 0.078 -0.729 -0.199
N 0.596 -1.978 -0.380
C 0.401 0.524 -0.269
C -0.072 1.890 0.049
N 2.054 0.362 -0.606
C 2.951 0.135 0.517
H -2.603 0.953 -0.607
H -3.747 -0.202 0.074
H -2.612 0.624 1.150
H 1.336 -1.980 -1.072
H -0.169 -2.655 -0.498
H 0.775 2.517 0.349
H -0.551 2.359 -0.815
H -0.762 1.889 0.895
H 2.280 1.248 -1.057
H 3.985 0.361 0.224
H 2.919 -0.911 0.830
H 2.709 0.765 1.385

Atom charges from the Löwdin analysis, given in e for atoms 1 to 2:
1 H 0.06
2 N 0.08